Entry from the Open Molecules 2025 dataset: 2 unconnected molecules or ions with the total composition C7H6Br3IO in a non-equilibrium geometry (ωB97M-V with the def2-TZVPD basis set).

Summary:
multiplicity	1
DFT total energy	-8365.2084	hartree
HOMO energy (alpha / beta)	-0.3495 / -0.3251	Eh
E_LUMO (alpha / beta)	-0.0649 / -0.1240	Eh
relative energy (zero: lowest compared OMol25 entry of this formula, charge and spin)	1.1243	eV

CARTESIAN COORDINATES (ANGSTROEM)
1 C 0.250 -0.455 1.903
2 C -0.605 -0.020 0.962
3 C 1.613 -0.685 1.268
4 C 0.086 0.276 -0.376
5 C 1.496 -0.171 -0.093
6 C -0.268 1.815 -0.707
7 C -0.513 -0.437 -1.592
8 O 2.644 -0.964 1.844
9 Br -0.145 -0.922 3.692
10 Br -2.396 0.483 1.338
11 Br 2.867 -0.103 -1.231
12 I -2.246 -3.635 0.729
13 H 0.039 2.564 0.073
14 H -1.364 1.987 -0.931
15 H 0.383 2.037 -1.495
16 H -0.459 -1.468 -1.276
17 H 0.242 -0.094 -2.399
18 H -1.622 -0.210 -1.709